DFT (wB97M-V/def2-TZVPD) results for 5 unconnected molecules or ions with the total composition C17H35O13 at a distorted geometry.

Each line ends with the Löwdin charge.
Cartesian coordinates (Å):
C1 7.634 -25.061 -23.725  -0.50
O1 6.447 -24.366 -23.484  -0.51
H1 7.595 -25.824 -24.502  0.01
H2 8.472 -24.422 -24.002  0.01
H3 7.889 -25.596 -22.810  0.01
C2 11.635 -21.668 -20.903  -0.05
C3 10.804 -20.358 -20.978  -0.19
O2 10.846 -19.751 -19.671  0.02
C4 9.973 -20.121 -18.738  -0.56
O3 8.934 -20.747 -18.922  0.11
O4 10.305 -19.642 -17.527  -0.02
C5 9.688 -20.014 -16.320  -0.05
H4 10.964 -22.476 -20.614  0.08
H5 12.422 -21.422 -20.190  0.08
H6 11.969 -21.978 -21.893  0.07
H7 9.819 -20.555 -21.401  0.13
H8 11.260 -19.628 -21.646  0.11
H9 8.976 -20.831 -16.440  0.10
H10 9.249 -19.095 -15.934  0.09
H11 10.445 -20.314 -15.595  0.09
C6 1.107 -28.173 -24.290  -0.07
C7 1.611 -27.181 -23.193  -0.18
O5 0.787 -27.496 -22.077  0.01
C8 0.788 -26.796 -20.936  -0.55
O6 1.203 -25.639 -20.865  0.11
O7 0.315 -27.507 -19.900  -0.01
C9 0.119 -26.904 -18.658  -0.07
H12 1.670 -27.787 -25.139  0.07
H13 0.048 -28.064 -24.526  0.07
H14 1.380 -29.218 -24.147  0.07
H15 1.503 -26.212 -23.679  0.12
H16 2.642 -27.320 -22.865  0.14
H17 -0.864 -26.432 -18.665  0.09
H18 0.824 -26.089 -18.495  0.10
H19 0.128 -27.598 -17.818  0.09
C10 15.834 -33.181 -24.867  -0.06
C11 14.926 -32.307 -23.957  -0.15
O8 15.191 -31.012 -24.502  0.06
C12 14.299 -30.428 -25.123  -0.68
O9 13.236 -30.869 -25.537  0.11
O10 14.706 -29.163 -25.251  0.00
C13 13.889 -28.148 -25.794  -0.05
H20 15.676 -32.964 -25.923  0.08
H21 15.561 -34.233 -24.781  0.07
H22 16.899 -33.009 -24.708  0.08
H23 15.382 -32.412 -22.972  0.12
H24 13.867 -32.533 -23.837  0.13
H25 14.441 -27.208 -25.758  0.09
H26 13.007 -28.093 -25.156  0.11
H27 13.696 -28.149 -26.867  0.09
C14 10.584 -25.632 -17.394  -0.07
C15 9.431 -26.542 -17.716  -0.23
O11 8.181 -25.902 -17.991  0.04
C16 6.978 -26.448 -17.904  -0.59
O12 6.021 -25.702 -18.023  0.13
O13 7.030 -27.748 -18.157  -0.01
C17 5.887 -28.570 -18.393  -0.03
H28 10.379 -25.191 -16.418  0.08
H29 10.612 -24.861 -18.164  0.08
H30 11.572 -26.084 -17.476  0.08
H31 9.192 -27.191 -16.873  0.12
H32 9.702 -27.078 -18.626  0.13
H33 6.163 -29.617 -18.518  0.09
H34 5.568 -28.346 -19.412  0.10
H35 5.011 -28.402 -17.767  0.10

The electronic energy comes out at -44810.3449 eV. The value obtained for the energy relative to the best compared isomer or geometry (same formula, charge and spin) is 3.653 eV. The charge is -1. The multiplicity is 1. As for the LUMO energy: 2.128 eV. The calculation puts the HOMO-LUMO gap at 3.630 eV. As for the largest force on an atom: 6.2 eV/Å.

***

DFT (wB97M-V/def2-TZVPD) results for a molecular structure, C45H66MoN4O3 at a distorted geometry.

Each line ends with the Löwdin charge.
Cartesian coordinates (Å):
Mo1 0.744 -0.557 -0.344  1.83
C1 -1.591 -0.197 1.818  -0.08
N1 -1.524 -0.133 0.350  -0.30
C2 -2.533 -1.032 -0.220  -0.07
C3 -1.769 1.247 -0.089  -0.16
C4 -1.263 1.433 -1.505  -0.13
N2 0.204 1.287 -1.495  -0.24
C5 0.726 1.066 -2.877  -0.08
C6 0.100 -0.074 -3.661  -0.14
C7 -0.074 0.114 -5.017  0.03
C8 -0.568 -0.903 -5.827  -0.14
C9 -0.907 -2.098 -5.207  0.05
C10 -0.796 -2.342 -3.837  -0.06
C11 -0.260 -1.296 -3.066  -0.20
O1 -0.049 -1.351 -1.705  -0.34
C12 -1.239 -3.719 -3.303  -0.51
C13 -2.070 -3.596 -2.018  -0.05
C14 -2.130 -4.450 -4.320  -0.06
C15 -0.013 -4.618 -3.029  -0.02
C16 -0.751 -0.673 -7.320  -0.55
C17 -1.825 0.410 -7.520  -0.03
C18 0.577 -0.204 -7.936  -0.04
C19 -1.196 -1.938 -8.059  -0.05
C20 0.792 2.546 -0.961  -0.10
C21 2.287 2.588 -0.811  -0.14
C22 2.965 3.743 -1.127  0.03
C23 4.331 3.858 -0.884  -0.14
C24 4.972 2.746 -0.361  0.04
C25 4.334 1.557 -0.003  -0.07
C26 2.946 1.504 -0.206  -0.18
O2 2.105 0.471 0.129  -0.29
C27 5.249 0.448 0.537  -0.53
C28 6.129 1.010 1.666  -0.03
C29 6.133 -0.042 -0.621  -0.02
C30 4.503 -0.756 1.106  -0.05
C31 5.048 5.177 -1.140  -0.55
C32 4.793 5.647 -2.580  -0.04
C33 4.489 6.210 -0.145  -0.03
C34 6.561 5.073 -0.927  -0.05
H1 -2.557 0.172 2.183  0.12
H2 -0.793 0.399 2.253  0.08
H3 -1.473 -1.228 2.147  0.10
H4 -3.544 -0.666 -0.004  0.12
H5 -2.430 -2.023 0.216  0.09
H6 -2.419 -1.114 -1.299  0.07
H7 -1.238 1.904 0.600  0.12
H8 -2.831 1.520 -0.045  0.15
H9 -1.569 2.400 -1.914  0.15
H10 -1.676 0.661 -2.150  0.12
H11 1.808 0.915 -2.796  0.14
H12 0.569 1.981 -3.456  0.14
H13 0.190 1.072 -5.448  0.12
H14 -1.288 -2.890 -5.828  0.09
H15 -3.009 -3.080 -2.223  0.10
H16 -1.538 -3.071 -1.228  0.04
H17 -2.310 -4.595 -1.651  0.10
H18 -2.957 -3.823 -4.656  0.10
H19 -2.553 -5.334 -3.843  0.09
H20 -1.565 -4.792 -5.187  0.09
H21 0.303 -4.543 -1.990  0.06
H22 0.825 -4.369 -3.682  0.10
H23 -0.274 -5.661 -3.206  0.09
H24 -1.516 1.367 -7.096  0.08
H25 -2.766 0.110 -7.056  0.09
H26 -2.004 0.556 -8.586  0.09
H27 0.918 0.740 -7.509  0.08
H28 0.448 -0.058 -9.008  0.09
H29 1.355 -0.953 -7.781  0.09
H30 -2.171 -2.288 -7.716  0.09
H31 -0.464 -2.742 -7.952  0.09
H32 -1.287 -1.714 -9.121  0.09
H33 0.356 2.722 0.024  0.13
H34 0.481 3.363 -1.618  0.14
H35 2.418 4.576 -1.552  0.13
H36 6.039 2.798 -0.210  0.10
H37 6.863 1.725 1.296  0.08
H38 6.682 0.198 2.140  0.09
H39 5.517 1.503 2.423  0.10
H40 6.692 0.779 -1.070  0.09
H41 5.525 -0.505 -1.401  0.09
H42 6.851 -0.779 -0.257  0.10
H43 3.802 -0.445 1.882  0.09
H44 5.225 -1.441 1.552  0.09
H45 3.976 -1.294 0.321  0.07
H46 3.741 5.869 -2.757  0.08
H47 5.113 4.886 -3.295  0.09
H48 5.361 6.557 -2.773  0.09
H49 3.422 6.374 -0.299  0.08
H50 5.003 7.164 -0.269  0.09
H51 4.641 5.869 0.881  0.09
H52 7.013 4.346 -1.605  0.09
H53 6.805 4.807 0.103  0.09
H54 7.015 6.043 -1.128  0.09
C35 1.789 -4.315 4.587  0.02
N3 1.914 -2.919 4.180  -0.07
N4 1.494 -2.509 2.923  0.08
C36 1.168 -1.149 2.999  -0.37
O3 0.750 -0.484 2.026  -0.16
C37 1.406 -0.755 4.331  0.09
C38 1.835 -1.861 5.021  -0.23
C39 2.235 -1.982 6.444  0.02
C40 2.059 -3.088 1.770  -0.17
C41 1.535 -2.801 0.506  -0.10
C42 2.159 -3.317 -0.632  -0.09
C43 3.277 -4.119 -0.527  -0.04
C44 3.786 -4.416 0.729  -0.02
C45 3.196 -3.886 1.864  0.00
H55 1.513 -4.920 3.728  0.10
H56 1.012 -4.420 5.344  0.10
H57 2.730 -4.683 4.993  0.11
H58 1.264 0.240 4.715  0.13
H59 2.090 -1.036 6.956  0.10
H60 3.291 -2.252 6.506  0.11
H61 1.668 -2.758 6.959  0.10
H62 0.529 -2.340 0.447  0.07
H63 1.765 -3.082 -1.610  0.09
H64 3.740 -4.518 -1.419  0.12
H65 4.656 -5.050 0.833  0.13
H66 3.643 -4.072 2.829  0.12

The electronic energy comes out at -61681.6806 eV. The value obtained for the energy relative to the best compared isomer or geometry (same formula, charge and spin) is 2.497 eV. The charge is +2. The multiplicity is 3. As for the LUMO energy (spin up / spin down): -5.985 / -6.257 eV. The calculation puts the HOMO-LUMO gap (spin up / spin down) at 6.914 / 6.948 eV. As for the largest force on an atom: 4.5 eV/Å.

***

DFT (wB97M-V/def2-TZVPD) results for 2 unconnected molecules or ions with the total composition C6H11Cl at a distorted geometry.

Each line ends with the Löwdin charge.
Cartesian coordinates (Å):
C1 -0.821 -0.214 0.652  -0.13
C2 -0.802 -2.755 -0.806  -0.44
C3 0.012 2.234 -0.074  -0.07
C4 0.982 0.184 -1.159  -0.04
C5 0.401 0.112 1.405  -0.12
C6 0.146 0.735 0.001  -0.49
Cl1 -2.265 -3.563 -0.498  0.53
H1 -0.665 -1.232 0.149  0.00
H2 -0.081 -3.390 -0.206  -0.03
H3 -0.638 2.772 0.592  0.06
H4 -0.488 2.578 -0.948  0.06
H5 1.072 2.659 0.123  0.12
H6 1.452 0.928 -1.745  0.06
H7 1.694 -0.419 -0.672  0.05
H8 0.332 -0.516 -1.779  0.09
H9 1.289 -0.538 1.478  0.10
H10 0.227 0.523 2.424  0.11
H11 -1.845 -0.099 1.062  0.13

The electronic energy comes out at -18917.1374 eV. The value obtained for the energy relative to the best compared isomer or geometry (same formula, charge and spin) is 5.423 eV. The multiplicity is 1. As for the LUMO energy: -0.858 eV. The calculation puts the HOMO-LUMO gap at 7.989 eV. As for the largest force on an atom: 3.0 eV/Å.